(1)
{"formula": "C10H40N2O10", "method": "ωB97M-V/def2-TZVPD", "symbols": ["N", "C", "N", "O", "H", "H", "H", "H", "C", "O", "H", "H", "H", "H", "C", "O", "H", "H", "H", "H", "C", "O", "H", "H", "H", "H", "C", "O", "H", "H", "H", "H", "C", "O", "H", "H", "H", "H", "C", "O", "H", "H", "H", "H", "C", "O", "H", "H", "H", "H", "C", "O", "H", "H", "H", "H", "C", "O", "H", "H", "H", "H"], "xyz": [[-4.71, -7.64, -20.24], [-5.71, -6.82, -19.77], [-6.44, -6.23, -20.78], [-5.90, -6.64, -18.58], [-4.68, -7.92, -21.21], [-4.28, -8.27, -19.59], [-7.16, -5.58, -20.54], [-6.14, -6.40, -21.72], [2.92, -4.75, -24.01], [2.04, -5.87, -23.94], [2.44, -3.84, -24.38], [3.24, -4.53, -22.99], [3.79, -4.96, -24.65], [1.88, -6.21, -24.83], [3.98, -7.35, -21.31], [2.66, -7.53, -21.80], [4.37, -8.30, -20.96], [4.67, -6.99, -22.09], [3.97, -6.67, -20.45], [2.49, -6.82, -22.44], [-4.86, -9.32, -23.18], [-4.78, -7.91, -23.21], [-4.16, -9.79, -23.87], [-4.63, -9.67, -22.18], [-5.88, -9.67, -23.36], [-4.66, -7.52, -24.09], [-3.08, -8.09, -26.02], [-4.15, -7.14, -26.02], [-2.37, -7.91, -25.22], [-3.47, -9.10, -25.88], [-2.47, -8.09, -26.93], [-4.95, -7.64, -26.20], [-2.74, -5.08, -19.19], [-2.23, -3.89, -18.53], [-1.87, -5.69, -19.46], [-3.34, -5.62, -18.45], [-3.37, -4.79, -20.02], [-1.86, -4.16, -17.69], [-1.71, -6.62, -22.44], [-0.39, -6.51, -21.94], [-2.36, -6.49, -21.58], [-1.96, -5.85, -23.18], [-1.94, -7.61, -22.83], [0.24, -6.83, -22.59], [0.44, -3.05, -20.71], [-0.88, -2.57, -20.54], [0.84, -2.67, -21.64], [1.12, -2.84, -19.88], [0.47, -4.15, -20.81], [-1.26, -3.07, -19.79], [0.32, -9.75, -23.44], [-0.31, -9.42, -24.69], [-0.27, -9.36, -22.60], [0.30, -10.84, -23.40], [1.34, -9.39, -23.36], [-0.13, -8.51, -24.94], [-0.20, -8.02, -18.85], [0.98, -7.29, -19.17], [-0.85, -7.40, -18.23], [-0.78, -8.27, -19.75], [0.04, -8.95, -18.33], [1.06, -7.26, -20.13]], "energy_ev": -34471.184, "e_lumo_ev": -0.09, "orbital_gap_ev": 9.15, "smiles": "NC(N)=O.CO.CO.CO.CO.CO.CO.CO.CO.CO", "e_above_lowest_kcal_mol": 97.9}

***

(2)
{"formula": "C35H56BBrF9K2LiN3O10", "method": "ωB97M-V/def2-TZVPD", "symbols": ["C", "N", "C", "C", "O", "C", "C", "C", "C", "C", "Br", "C", "C", "O", "C", "C", "C", "C", "C", "C", "N", "C", "C", "C", "C", "C", "N", "H", "H", "H", "H", "H", "H", "H", "H", "H", "H", "H", "H", "H", "H", "H", "H", "H", "H", "H", "H", "H", "H", "H", "H", "H", "H", "H", "H", "H", "B", "F", "F", "F", "F", "K", "C", "C", "O", "C", "O", "C", "F", "F", "F", "H", "H", "H", "H", "H", "O", "C", "O", "C", "C", "C", "H", "H", "H", "H", "H", "H", "F", "F", "C", "O", "C", "C", "O", "C", "C", "O", "C", "H", "H", "H", "H", "H", "H", "H", "H", "H", "H", "H", "H", "H", "H", "Li", "K", "O", "H", "H"], "xyz": [[0.03, 2.62, 3.11], [-0.97, 2.93, 2.02], [-0.42, 4.04, 1.15], [-1.31, 1.68, 1.19], [-2.57, 1.20, 1.28], [-0.21, 0.95, 0.17], [0.78, -0.08, 0.98], [0.04, -0.92, 2.22], [0.85, -2.03, 3.11], [2.46, -2.26, 2.68], [3.44, -3.66, 3.73], [3.10, -1.36, 1.43], [4.66, -1.66, 1.07], [4.91, -2.03, -0.34], [6.23, -1.37, -0.64], [7.62, -1.70, 0.23], [9.06, -0.94, -0.05], [9.22, 0.21, -1.25], [7.88, 0.51, -2.14], [6.42, -0.25, -1.85], [2.26, -0.33, 0.64], [2.85, 0.47, -0.54], [2.54, -0.43, -1.88], [1.25, 0.06, -2.77], [1.30, -0.60, -4.30], [0.55, 0.50, -5.29], [0.48, -0.06, -6.72], [-0.06, 1.53, 3.54], [-0.23, 3.35, 4.02], [1.16, 2.89, 2.82], [0.67, 3.82, 0.71], [-0.28, 5.00, 1.84], [-1.14, 4.38, 0.28], [0.31, 1.83, -0.39], [-0.89, 0.35, -0.61], [-1.11, -0.78, 2.49], [0.33, -2.62, 3.99], [5.24, -0.63, 1.23], [5.21, -2.44, 1.74], [7.61, -2.48, 1.13], [10.02, -1.18, 0.58], [10.25, 0.78, -1.43], [7.95, 1.30, -3.03], [5.55, 0.06, -2.57], [2.46, 1.57, -0.59], [4.03, 0.56, -0.48], [2.28, -1.54, -1.51], [3.45, -0.54, -2.61], [1.06, 1.22, -2.77], [0.29, -0.44, -2.27], [0.77, -1.66, -4.31], [2.40, -0.79, -4.68], [-0.53, 0.69, -4.83], [1.23, 1.48, -5.25], [1.29, -0.69, -6.92], [-0.44, -0.57, -6.79], [-3.90, 1.92, 4.24], [-4.90, 2.04, 5.29], [-3.03, 0.80, 4.52], [-4.56, 1.71, 2.96], [-3.12, 3.14, 4.18], [-2.08, 2.20, -0.87], [-7.35, 5.21, 0.86], [-8.12, 4.41, -0.17], [-8.04, 5.03, -1.46], [-6.90, 4.79, -2.18], [-5.97, 4.09, -1.78], [-6.96, 5.47, -3.54], [-7.42, 6.76, -3.47], [-7.81, 4.83, -4.40], [-5.76, 5.54, -4.17], [-7.69, 6.25, 0.88], [-7.47, 4.78, 1.86], [-6.28, 5.23, 0.63], [-9.18, 4.38, 0.10], [-7.77, 3.37, -0.22], [11.39, -2.39, 1.15], [11.10, -3.04, 2.14], [9.83, -3.32, 2.53], [9.86, -4.00, 3.78], [11.24, -4.61, 3.87], [12.08, -3.61, 3.12], [9.67, -3.28, 4.58], [9.08, -4.77, 3.80], [11.57, -4.78, 4.90], [11.25, -5.57, 3.34], [12.44, -2.81, 3.77], [12.92, -4.09, 2.61], [-8.70, 7.82, -5.06], [-7.54, 3.07, -3.74], [-7.05, -5.29, -2.09], [-6.42, -4.02, -2.00], [-6.93, -3.06, -2.91], [-7.24, -1.73, -2.23], [-8.32, -1.74, -1.28], [-8.12, -2.50, -0.08], [-7.02, -1.98, 0.86], [-5.72, -2.21, 0.29], [-4.86, -1.09, 0.40], [-6.57, -5.89, -2.86], [-6.94, -5.79, -1.12], [-8.13, -5.20, -2.30], [-7.84, -3.42, -3.42], [-6.17, -2.90, -3.68], [-7.54, -1.02, -3.00], [-6.34, -1.29, -1.78], [-7.99, -3.55, -0.31], [-9.07, -2.42, 0.46], [-7.06, -2.55, 1.79], [-7.19, -0.93, 1.08], [-5.39, -0.14, 0.29], [-4.13, -1.16, -0.42], [-4.32, -1.12, 1.35], [2.28, 4.15, 1.30], [2.33, 1.97, 4.36], [6.07, -0.14, 4.17], [6.89, -0.57, 3.88], [5.57, -0.85, 4.61]], "energy_ev": -190141.271, "e_lumo_ev": -7.16, "orbital_gap_ev": 1.18, "total_charge": 1}

***

(3)
{"formula": "C5H8O2", "method": "ωB97M-V/def2-TZVPD", "symbols": ["C", "C", "C", "C", "C", "O", "O", "H", "H", "H", "H", "H", "H", "H", "H"], "xyz": [[-1.64, -1.18, 0.96], [0.87, 0.51, 0.62], [1.30, 1.78, 0.02], [0.75, -0.57, -0.41], [-0.63, -0.35, -1.07], [-0.73, 0.11, -2.18], [-1.72, -0.69, -0.38], [-1.43, -2.25, 0.96], [-0.87, -0.64, 1.53], [-2.62, -1.00, 1.40], [1.21, 1.89, -1.07], [0.88, 2.65, 0.54], [2.38, 1.80, 0.28], [1.47, -0.49, -1.24], [0.79, -1.57, 0.03]], "energy_ev": -9405.926, "e_lumo_ev": -0.42, "orbital_gap_ev": 8.28, "e_above_lowest_kcal_mol": 90.1}

***

(4)
{"formula": "C31H24CaN5O3S", "method": "ωB97M-V/def2-TZVPD", "symbols": ["Ca", "O", "C", "O", "C", "C", "C", "N", "C", "C", "C", "C", "C", "C", "C", "N", "C", "C", "C", "C", "C", "N", "H", "H", "H", "H", "H", "H", "H", "H", "H", "H", "N", "C", "C", "C", "N", "H", "H", "H", "H", "O", "S", "C", "C", "C", "C", "C", "C", "C", "C", "C", "C", "C", "C", "H", "H", "H", "H", "H", "H", "H", "H", "H", "H"], "xyz": [[0.27, -0.07, -0.49], [-4.06, 3.34, 3.83], [-4.44, 2.38, 3.13], [-5.56, 1.95, 2.78], [-3.28, 1.64, 2.44], [-3.54, 0.60, 1.56], [-2.49, 0.03, 0.87], [-1.24, 0.47, 1.03], [-0.98, 1.52, 1.83], [-1.98, 2.11, 2.56], [0.47, 1.97, 1.85], [0.89, 3.01, 2.66], [2.22, 3.41, 2.61], [3.10, 2.76, 1.77], [2.61, 1.73, 1.00], [1.32, 1.34, 1.02], [-2.67, -1.10, -0.13], [-3.88, -1.74, -0.29], [-4.00, -2.73, -1.26], [-2.91, -3.06, -2.04], [-1.73, -2.38, -1.82], [-1.60, -1.41, -0.90], [-4.58, 0.30, 1.45], [-1.83, 2.95, 3.23], [0.20, 3.50, 3.33], [2.56, 4.23, 3.23], [4.15, 3.04, 1.71], [3.27, 1.18, 0.32], [-4.72, -1.48, 0.33], [-4.95, -3.23, -1.40], [-2.96, -3.84, -2.80], [-0.85, -2.61, -2.41], [-1.79, 1.87, -2.26], [-1.96, 3.01, -2.95], [-0.71, 3.56, -3.13], [0.16, 2.67, -2.50], [-0.49, 1.64, -1.96], [-2.50, 1.25, -1.93], [-2.94, 3.35, -3.25], [-0.47, 4.48, -3.64], [1.24, 2.74, -2.40], [1.89, -0.87, -1.56], [2.12, -0.54, -3.06], [3.86, -0.34, -3.22], [4.33, 0.55, -4.18], [5.70, 0.70, -4.33], [6.57, -0.03, -3.54], [6.08, -0.91, -2.57], [4.72, -1.08, -2.41], [1.93, -2.09, -3.89], [1.79, -3.25, -3.14], [1.60, -4.45, -3.81], [1.53, -4.47, -5.20], [1.68, -3.29, -5.93], [1.88, -2.09, -5.28], [3.63, 1.13, -4.78], [6.08, 1.40, -5.07], [7.64, 0.10, -3.66], [6.77, -1.48, -1.95], [4.32, -1.76, -1.67], [1.85, -3.22, -2.06], [1.50, -5.37, -3.25], [1.36, -5.41, -5.72], [1.64, -3.31, -7.02], [2.01, -1.17, -5.84]], "energy_ev": -75400.545, "e_lumo_ev": -3.19, "orbital_gap_ev": 6.60, "total_charge": 1, "e_above_lowest_kcal_mol": 18.2}